Arrangement i

Density functional theory data (ωB97M-V with the def2-TZVPD basis set) for a 2-piece molecular cluster, C12H17N overall.

Geometry as XYZ:
```
30
C12H17N, DFT ωB97M-V with the def2-TZVPD basis set
C -0.41 2.41 1.34
C 0.52 1.98 0.16
C -0.06 0.57 0.15
C -1.35 0.32 -0.26
N -1.63 -1.00 0.05
C -0.63 -1.46 0.90
C -0.44 -2.68 1.57
C 0.76 -2.86 2.24
C 1.91 -2.02 2.07
C 1.85 -0.87 1.34
C 0.52 -0.55 0.85
H -1.48 2.38 0.99
H -0.28 3.43 1.42
H -0.27 1.82 2.29
H 0.29 2.47 -0.80
H 1.59 2.08 0.51
H -1.98 0.85 -0.87
H -2.53 -1.48 -0.02
H -1.30 -3.39 1.33
H 1.02 -3.79 2.82
H 2.83 -2.48 2.55
H 2.69 -0.23 1.13
C -0.37 1.74 -3.38
C -0.18 2.31 -4.81
H -0.88 2.43 -2.62
H -1.06 0.86 -3.58
H 0.48 1.29 -2.93
H 0.05 1.55 -5.50
H 0.67 3.05 -4.83
H -1.10 2.80 -5.18
```

Output
- LUMO (eV) = 0.869
- HOMO level (Ha) = -0.2743
- frontier orbital gap (Eh) = 0.306
- SMILES = CCc1c[nH]c2ccccc12.CC
- charge = 0

Atomic partial charges in e from the Löwdin method, atoms 1 to 8: number 1, C, carries -0.108; number 2, C, carries -0.145; number 3, C, carries -0.255; number 4, C, carries -0.074; number 5, N, carries 0.071; number 6, C, carries -0.210; number 7, C, carries -0.048; number 8, C, carries -0.120

***

Arrangement ii

Density functional theory data (ωB97M-V with the def2-TZVPD basis set) for a 2-piece molecular cluster, C12H17N overall.

Geometry as XYZ:
```
30
C12H17N, DFT ωB97M-V with the def2-TZVPD basis set
C -0.46 -0.67 -2.99
C -0.37 -1.34 -1.66
C 0.32 -2.56 -1.32
N 0.05 -2.83 0.10
C -0.72 -1.88 0.62
C -1.24 -1.74 1.96
C -2.10 -0.72 2.15
C -2.21 0.31 1.19
C -1.54 0.31 -0.06
C -0.99 -0.92 -0.43
H -1.03 0.32 -2.92
H -0.87 -1.37 -3.67
H 0.44 -0.31 -3.36
H 0.63 -3.21 -1.91
H 0.30 -3.58 0.56
H -1.04 -2.52 2.53
H -2.80 -0.59 2.96
H -3.09 1.13 1.46
H -1.74 1.21 -0.73
C 2.69 1.68 1.12
C 1.33 2.22 0.99
C 0.84 1.89 -0.37
H 3.39 1.99 0.33
H 3.08 2.02 2.11
H 2.81 0.69 0.77
H 1.31 3.35 1.00
H 0.62 1.86 1.81
H -0.19 1.96 -0.57
H 1.14 0.83 -0.65
H 1.45 2.46 -1.03
```

Output
- LUMO (eV) = 0.888
- HOMO level (Ha) = -0.2887
- frontier orbital gap (Eh) = 0.321
- SMILES = Cc1c[nH]c2ccccc12.CCC
- charge = 0

Atomic partial charges in e from the Löwdin method, atoms 1 to 8: number 1, C, carries -0.039; number 2, C, carries -0.192; number 3, C, carries 0.062; number 4, N, carries 0.102; number 5, C, carries -0.190; number 6, C, carries -0.010; number 7, C, carries -0.130; number 8, C, carries -0.105

***

Arrangement iii

Density functional theory data (ωB97M-V with the def2-TZVPD basis set) for a 2-piece molecular cluster, C12H17N overall.

Geometry as XYZ:
```
30
C12H17N, DFT ωB97M-V with the def2-TZVPD basis set
C -1.50 -0.04 3.18
C -1.32 -0.52 1.73
C -2.00 -0.03 0.69
N -1.52 -0.60 -0.51
C -0.67 -1.65 -0.16
C -0.12 -2.73 -0.96
C 0.77 -3.50 -0.26
C 1.15 -3.24 1.10
C 0.53 -2.25 1.85
C -0.53 -1.58 1.25
H -1.72 -0.98 3.59
H -2.36 0.71 3.17
H -0.43 0.20 3.54
H -2.76 0.73 0.53
H -2.15 -0.59 -1.18
H -0.44 -2.79 -1.98
H 1.17 -4.49 -0.62
H 2.08 -3.62 1.45
H 0.68 -2.05 2.97
C 0.41 3.20 -0.81
C 0.62 2.36 -2.05
C 2.11 2.32 -2.59
H 0.91 4.21 -0.70
H -0.72 3.43 -0.93
H 0.55 2.72 0.17
H -0.19 2.78 -2.78
H 0.37 1.21 -1.81
H 1.83 2.17 -3.58
H 2.65 1.45 -2.04
H 2.61 3.16 -2.27
```

Output
- LUMO (eV) = 0.882
- HOMO level (Ha) = -0.2968
- frontier orbital gap (Eh) = 0.329
- SMILES = Cc1c[nH]c2ccccc12.CCC
- charge = 0

Atomic partial charges in e from the Löwdin method, atoms 1 to 8: number 1, C, carries -0.030; number 2, C, carries -0.273; number 3, C, carries -0.056; number 4, N, carries 0.090; number 5, C, carries -0.171; number 6, C, carries -0.013; number 7, C, carries -0.108; number 8, C, carries -0.103

***

Arrangement iv

Density functional theory data (ωB97M-V with the def2-TZVPD basis set) for a 2-piece molecular cluster, C12H17N overall.

Geometry as XYZ:
```
30
C12H17N, DFT ωB97M-V with the def2-TZVPD basis set
C 2.59 -0.55 -2.89
C 2.63 -0.22 -1.42
C 3.68 -0.32 -0.47
N 3.20 -0.08 0.92
C 1.91 0.41 0.78
C 0.93 0.83 1.65
C -0.36 1.04 1.32
C -0.84 0.90 -0.01
C 0.10 0.53 -1.00
C 1.46 0.14 -0.58
H 1.99 -1.34 -3.19
H 3.67 -0.72 -3.22
H 2.34 0.33 -3.46
H 4.65 -0.68 -0.35
H 3.66 0.01 1.75
H 1.39 1.15 2.58
H -1.20 1.30 2.02
H -1.84 0.89 -0.25
H -0.07 0.34 -2.04
C -5.19 -0.78 -0.26
C -3.76 -0.56 0.23
C -3.65 -0.63 1.75
H -5.33 -1.86 -0.44
H -5.46 -0.28 -1.16
H -5.79 -0.19 0.47
H -3.03 -1.35 -0.07
H -3.41 0.44 -0.15
H -3.03 -1.57 1.95
H -3.23 0.20 2.18
H -4.67 -0.82 2.29
```

Output
- LUMO (eV) = 0.958
- HOMO level (Ha) = -0.2909
- frontier orbital gap (Eh) = 0.326
- SMILES = Cc1c[nH]c2ccccc12.CCC
- charge = 0

Atomic partial charges in e from the Löwdin method, atoms 1 to 8: number 1, C, carries -0.057; number 2, C, carries -0.200; number 3, C, carries 0.007; number 4, N, carries 0.084; number 5, C, carries -0.222; number 6, C, carries -0.075; number 7, C, carries -0.100; number 8, C, carries -0.088

***

The most stable arrangement is arrangement i, and the next structure is 9.2 kcal/mol less stable.

***

Arrangement i

Density functional theory data (ωB97M-V with the def2-TZVPD basis set) for a 2-piece molecular cluster, C12H17N overall.

Geometry as XYZ:
```
30
C12H17N, DFT ωB97M-V with the def2-TZVPD basis set
C 0.48 -2.64 -2.35
C 1.20 -1.77 -1.33
C 2.26 -1.94 -0.42
N 2.73 -0.77 0.02
C 1.90 0.26 -0.44
C 2.11 1.63 -0.22
C 1.34 2.50 -1.08
C 0.29 1.96 -1.85
C 0.13 0.55 -2.03
C 0.92 -0.30 -1.24
H 1.05 -2.49 -3.44
H -0.60 -2.48 -2.33
H 0.53 -3.74 -2.15
H 2.72 -2.89 -0.22
H 2.94 -0.75 1.03
H 2.80 2.00 0.49
H 1.56 3.57 -0.92
H -0.32 2.64 -2.59
H -0.53 0.21 -2.77
C -3.05 0.73 1.39
C -2.08 -0.27 2.07
C -1.21 0.57 3.04
H -2.91 1.05 0.40
H -3.07 1.65 1.90
H -4.00 0.16 1.18
H -2.78 -1.05 2.46
H -1.43 -0.71 1.28
H -0.19 0.25 3.05
H -1.30 1.69 2.97
H -1.47 0.37 4.10
```

Output
- LUMO (eV) = 0.849
- HOMO level (Ha) = -0.2854
- frontier orbital gap (Eh) = 0.317
- SMILES = Cc1c[nH]c2ccccc12.CCC
- charge = 0

Atomic partial charges in e from the Löwdin method, atoms 1 to 8: number 1, C, carries -0.076; number 2, C, carries -0.193; number 3, C, carries -0.104; number 4, N, carries 0.044; number 5, C, carries -0.235; number 6, C, carries -0.002; number 7, C, carries -0.093; number 8, C, carries -0.103

***

Arrangement ii

Density functional theory data (ωB97M-V with the def2-TZVPD basis set) for a 2-piece molecular cluster, C12H17N overall.

Geometry as XYZ:
```
30
C12H17N, DFT ωB97M-V with the def2-TZVPD basis set
C 1.21 1.34 -3.07
C 1.85 1.02 -1.73
C 1.21 1.67 -0.55
C 1.12 3.01 -0.35
N 0.37 3.26 0.79
C 0.02 2.07 1.36
C -0.70 1.79 2.53
C -0.81 0.48 2.92
C -0.10 -0.54 2.22
C 0.55 -0.26 1.05
C 0.53 1.05 0.56
H 1.82 0.90 -3.87
H 1.28 2.40 -3.32
H 0.18 1.00 -3.18
H 1.83 -0.07 -1.61
H 2.91 1.25 -1.81
H 1.32 3.81 -1.03
H 0.19 4.16 1.18
H -1.17 2.59 3.07
H -1.27 0.13 3.83
H -0.11 -1.48 2.74
H 1.03 -1.09 0.54
C -2.14 -3.13 0.11
C -1.17 -4.02 -0.69
H -1.60 -2.66 0.93
H -2.55 -2.29 -0.45
H -2.92 -3.69 0.61
H -0.14 -3.94 -0.36
H -1.53 -5.05 -0.69
H -1.21 -3.69 -1.73
```

Output
- LUMO (eV) = 0.924
- HOMO level (Ha) = -0.2888
- frontier orbital gap (Eh) = 0.323
- SMILES = CCc1c[nH]c2ccccc12.CC
- charge = 0

Atomic partial charges in e from the Löwdin method, atoms 1 to 8: number 1, C, carries -0.107; number 2, C, carries -0.209; number 3, C, carries -0.189; number 4, C, carries -0.053; number 5, N, carries 0.075; number 6, C, carries -0.218; number 7, C, carries -0.026; number 8, C, carries -0.096

***

Arrangement iii

Density functional theory data (ωB97M-V with the def2-TZVPD basis set) for a 2-piece molecular cluster, C12H17N overall.

Geometry as XYZ:
```
30
C12H17N, DFT ωB97M-V with the def2-TZVPD basis set
C 3.13 0.86 0.22
C 1.77 0.74 -0.43
C 1.34 -0.24 -1.26
N 0.05 0.02 -1.67
C -0.38 1.18 -1.07
C -1.60 1.84 -1.18
C -1.75 3.01 -0.45
C -0.71 3.53 0.32
C 0.50 2.86 0.43
C 0.69 1.68 -0.29
H 3.38 1.91 0.24
H 3.85 0.33 -0.41
H 3.16 0.41 1.21
H 1.92 -1.10 -1.55
H -0.51 -0.61 -2.21
H -2.43 1.44 -1.75
H -2.70 3.52 -0.47
H -0.85 4.43 0.90
H 1.30 3.24 1.05
C 0.02 -3.46 0.47
C -1.26 -2.65 0.16
C -1.65 -1.82 1.45
H 0.17 -4.27 -0.24
H 0.90 -2.82 0.52
H -0.14 -3.88 1.46
H -2.08 -3.32 -0.09
H -1.02 -1.90 -0.59
H -1.06 -0.91 1.45
H -1.36 -2.44 2.30
H -2.71 -1.57 1.45
```

Output
- LUMO (eV) = 0.973
- HOMO level (Ha) = -0.2888
- frontier orbital gap (Eh) = 0.325
- SMILES = Cc1c[nH]c2ccccc12.CCC
- charge = 0

Atomic partial charges in e from the Löwdin method, atoms 1 to 8: number 1, C, carries -0.039; number 2, C, carries -0.231; number 3, C, carries -0.069; number 4, N, carries 0.068; number 5, C, carries -0.220; number 6, C, carries -0.023; number 7, C, carries -0.102; number 8, C, carries -0.102

***

The most stable arrangement is arrangement iii, and the next structure is 6.8 kcal/mol less stable.

***

Arrangement i

Density functional theory data (ωB97M-V with the def2-TZVPD basis set) for a 2-piece molecular cluster, C12H17N overall.

Geometry as XYZ:
```
30
C12H17N, DFT ωB97M-V with the def2-TZVPD basis set
C 1.26 -1.92 -2.57
C 1.54 -0.90 -1.52
C 2.08 -1.12 -0.30
N 2.06 0.03 0.46
C 1.24 0.96 -0.12
C 0.61 2.14 0.33
C -0.22 2.75 -0.60
C -0.53 2.25 -1.87
C -0.01 1.04 -2.28
C 0.88 0.40 -1.46
H 0.47 -1.61 -3.27
H 0.97 -2.92 -2.21
H 2.28 -1.86 -3.06
H 2.44 -2.09 0.04
H 2.38 0.34 1.39
H 0.63 2.26 1.41
H -0.83 3.55 -0.23
H -1.28 2.75 -2.49
H -0.43 0.68 -3.21
C -1.98 0.21 1.21
C -1.70 -0.40 2.57
C -0.72 -1.58 2.34
H -1.42 -0.12 0.30
H -3.06 0.11 0.95
H -1.44 1.21 1.24
H -2.69 -0.68 2.94
H -1.19 0.28 3.28
H 0.06 -1.33 1.62
H -1.28 -2.45 1.90
H -0.14 -1.98 3.20
```

Output
- LUMO (eV) = 0.896
- HOMO level (Ha) = -0.2910
- frontier orbital gap (Eh) = 0.324
- SMILES = Cc1c[nH]c2ccccc12.CCC
- charge = 0

Atomic partial charges in e from the Löwdin method, atoms 1 to 8: number 1, C, carries -0.049; number 2, C, carries -0.255; number 3, C, carries -0.093; number 4, N, carries 0.059; number 5, C, carries -0.198; number 6, C, carries -0.061; number 7, C, carries -0.121; number 8, C, carries -0.096

***

Arrangement ii

Density functional theory data (ωB97M-V with the def2-TZVPD basis set) for a 2-piece molecular cluster, C12H17N overall.

Geometry as XYZ:
```
30
C12H17N, DFT ωB97M-V with the def2-TZVPD basis set
C 1.28 -2.30 2.13
C 0.63 -0.96 1.94
C 0.98 0.17 2.58
N 0.13 1.21 2.21
C -0.73 0.75 1.25
C -1.77 1.37 0.57
C -2.57 0.56 -0.21
C -2.30 -0.79 -0.44
C -1.28 -1.41 0.27
C -0.45 -0.61 1.05
H 1.03 -3.08 1.42
H 0.98 -2.71 3.10
H 2.37 -2.22 2.13
H 1.83 0.40 3.21
H 0.41 2.17 2.33
H -1.96 2.43 0.65
H -3.41 1.02 -0.72
H -3.06 -1.42 -0.89
H -1.10 -2.48 0.24
C 2.10 1.72 -3.62
C 1.56 0.66 -2.69
C 0.77 -0.49 -3.37
H 2.08 2.74 -3.24
H 1.49 1.75 -4.54
H 3.08 1.45 -4.01
H 2.33 0.19 -2.07
H 0.94 1.11 -1.91
H -0.28 -0.37 -3.11
H 0.82 -0.34 -4.45
H 1.09 -1.48 -3.09
```

Output
- LUMO (eV) = 0.879
- HOMO level (Ha) = -0.2895
- frontier orbital gap (Eh) = 0.322
- SMILES = Cc1c[nH]c2ccccc12.CCC
- charge = 0

Atomic partial charges in e from the Löwdin method, atoms 1 to 8: number 1, C, carries -0.048; number 2, C, carries -0.230; number 3, C, carries -0.065; number 4, N, carries 0.071; number 5, C, carries -0.227; number 6, C, carries -0.026; number 7, C, carries -0.109; number 8, C, carries -0.102

***

The most stable arrangement is arrangement ii, and the next structure is 31.1 kcal/mol less stable.